1.
The following is a DFT calculation (the ωB97M-V functional and the def2-TZVPD basis) of a cluster of 2 separate species, C2H10N3 in total.

As for the energy above the lowest of the compared OMol25 structures with the same formula, charge and spin: 9.4 kcal/mol. For the LUMO energy, the calculation gives -3.06 eV. The frontier orbital gap is 11.282 eV. Its charge is +1. The value obtained for the largest force on an atom is 1.51 eV Å⁻¹. The calculation puts the total energy at -246.243603 Eh. For the HOMO energy, the calculation gives -14.34 eV. The multiplicity is 1.

XYZ file:
```
15
Properties=species:S:1:pos:R:3:forces:R:3
C -2.173095 -0.421953 -0.717763 0.68 -0.74 0.43
N -1.017888 -1.236153 -0.193084 -0.53 0.14 -0.34
H -1.804703 0.186999 -1.539174 -0.12 0.35 0.21
H -2.578321 0.131770 0.121984 -0.08 0.42 -0.26
H -2.940431 -1.079291 -1.114464 -0.22 0.02 0.03
H -1.308044 -1.714987 0.660707 0.08 0.00 -0.30
H -0.890056 -1.953062 -0.900426 0.24 -0.32 0.26
H 0.425356 1.351519 1.549080 -0.39 0.18 0.10
N 1.509166 -0.097145 -0.303891 -1.30 -0.73 0.26
C 1.999545 0.876406 0.397566 0.60 -0.17 -0.89
N 1.338020 1.631806 1.245137 0.31 -0.43 0.16
H 2.032267 -0.541499 -1.042614 0.52 0.20 0.25
H 0.520895 -0.546741 -0.164743 0.28 0.68 -0.05
H 3.044181 1.094964 0.219607 0.05 0.38 0.08
H 1.843109 2.317367 1.782076 -0.10 0.01 0.07
```
Forces are in eV/Å.

These are the Löwdin partial charges, in e, on atoms 1 to 6: number 1, C, carries -0.1126; number 2, N, carries -0.0874; number 3, H, carries 0.0758; number 4, H, carries 0.0742; number 5, H, carries 0.0762; number 6, H, carries 0.0934

2.
The following is a DFT calculation (the ωB97M-V functional and the def2-TZVPD basis) of a cluster of 2 separate species, H4N3O in total.

As for the energy above the lowest of the compared OMol25 structures with the same formula, charge and spin: 85.8 kcal/mol. For the LUMO energy (spin up / spin down), the calculation gives 5.42 / 5.37 eV. The frontier orbital gap (spin up / spin down) is 7.938 / 7.175 eV. Its charge is -1. The value obtained for the largest force on an atom is 4.44 eV Å⁻¹. The calculation puts the total energy at -241.731499 Eh. For the HOMO energy (spin up / spin down), the calculation gives -2.51 / -1.81 eV. The multiplicity is 1.

XYZ file:
```
8
Properties=species:S:1:pos:R:3:forces:R:3
N -0.948436 0.776873 -0.068058 1.27 -0.98 -1.36
N -1.165836 -0.551299 -0.382570 1.67 2.01 -3.59
N 1.694809 -0.598224 0.048853 1.11 0.52 2.63
O 1.582538 0.676351 -0.184364 0.02 0.43 0.28
H 0.150731 0.853855 0.117855 -0.26 0.50 -1.61
H -1.217720 0.929712 0.843700 -1.41 0.53 2.83
H -1.490119 -1.023325 0.371002 -1.47 -1.72 3.33
H 1.394036 -1.063941 -0.746420 -0.92 -1.28 -2.51
```
Forces are in eV/Å.

These are the Löwdin partial charges, in e, on atoms 1 to 6: number 1, N, carries -0.1559; number 2, N, carries -0.0881; number 3, N, carries -0.1938; number 4, O, carries -0.4012; number 5, H, carries 0.0083; number 6, H, carries -0.0087

3.
The following is a DFT calculation (the ωB97M-V functional and the def2-TZVPD basis) of a cluster of 2 separate species, C5H11NO in total.

As for the energy above the lowest of the compared OMol25 structures with the same formula, charge and spin: 32.3 kcal/mol. For the LUMO energy, the calculation gives 0.42 eV. The frontier orbital gap is 10.437 eV. Its charge is 0. As for the SMILES: CC/C=N/C=O.C. The value obtained for the largest force on an atom is 0.50 eV Å⁻¹. The calculation puts the total energy at -327.079920 Eh. For the HOMO energy, the calculation gives -10.02 eV. The multiplicity is 1.

XYZ file:
```
18
Properties=species:S:1:pos:R:3:forces:R:3
C -2.038414 -1.222555 -1.077360 -0.08 -0.04 -0.08
C -1.144797 -0.516406 -0.049111 0.05 -0.02 0.08
C -0.052353 0.207679 -0.766470 0.17 -0.12 -0.02
N 1.139926 -0.237720 -0.826837 -0.38 0.17 -0.08
C 2.024398 0.471472 -1.660703 -0.02 0.20 -0.34
O 1.746608 0.902948 -2.754543 0.13 -0.21 0.43
H -1.490604 -2.040756 -1.554629 -0.09 0.14 0.03
H -2.931723 -1.635271 -0.600901 0.14 0.04 -0.03
H -2.367020 -0.528608 -1.858814 0.04 -0.10 0.09
H -1.739850 0.202861 0.527343 0.11 -0.09 -0.08
H -0.702913 -1.242452 0.639735 -0.07 0.12 -0.09
H -0.333551 1.129190 -1.297251 0.09 -0.10 0.05
H 3.036774 0.558921 -1.232036 -0.10 0.01 -0.04
C 0.972910 0.789491 2.503173 0.00 0.00 0.02
H 0.006621 0.302748 2.659084 0.15 0.07 -0.02
H 1.420731 1.016967 3.472891 -0.05 -0.02 -0.13
H 1.627726 0.125068 1.934594 -0.11 0.10 0.10
H 0.825526 1.716425 1.941828 0.03 -0.12 0.10
```
Forces are in eV/Å.

These are the Löwdin partial charges, in e, on atoms 1 to 6: number 1, C, carries -0.0986; number 2, C, carries -0.2406; number 3, C, carries -0.1715; number 4, N, carries 0.0947; number 5, C, carries -0.3392; number 6, O, carries 0.0475

4.
The following is a DFT calculation (the ωB97M-V functional and the def2-TZVPD basis) of a cluster of 2 separate species, C4H9NO in total.

As for the energy above the lowest of the compared OMol25 structures with the same formula, charge and spin: 61.0 kcal/mol. For the LUMO energy, the calculation gives 0.71 eV. The frontier orbital gap is 10.457 eV. Its charge is 0. As for the SMILES: C=NC.CC=O. The value obtained for the largest force on an atom is 1.60 eV Å⁻¹. The calculation puts the total energy at -287.735245 Eh. For the HOMO energy, the calculation gives -9.74 eV. The multiplicity is 1.

XYZ file:
```
15
Properties=species:S:1:pos:R:3:forces:R:3
C 0.476811 -2.274343 0.877484 0.49 0.97 -1.17
N 1.404329 -2.646223 1.632064 0.13 -0.65 0.05
C 2.531469 -1.741081 1.791810 -0.42 -0.14 1.01
H -0.292880 -2.904259 0.441252 -0.22 -0.33 0.82
H 0.530768 -1.269340 0.425530 -0.18 -0.03 -0.05
H 2.553219 -0.958358 1.038829 0.24 0.04 -0.28
H 2.489345 -1.258723 2.769383 -0.21 0.05 0.11
H 3.433151 -2.344061 1.853837 0.17 0.08 -0.49
C -2.335433 1.920259 -1.947058 0.36 -0.39 0.66
C -1.292416 2.709238 -1.203410 0.01 -0.72 1.12
O -1.565287 3.205642 -0.136383 -0.02 0.47 -0.31
H -2.135093 0.903703 -1.576257 -0.05 -0.03 -0.19
H -3.291644 2.194693 -1.508580 -0.19 0.12 -0.46
H -2.289793 1.862439 -3.027618 -0.02 0.35 -0.12
H -0.216545 2.600415 -1.430881 -0.09 0.19 -0.70
```
Forces are in eV/Å.

These are the Löwdin partial charges, in e, on atoms 1 to 6: number 1, C, carries -0.0953; number 2, N, carries -0.0900; number 3, C, carries -0.1502; number 4, H, carries 0.0628; number 5, H, carries 0.0633; number 6, H, carries 0.0641

5.
The following is a DFT calculation (the ωB97M-V functional and the def2-TZVPD basis) of the molecule C6H10OS.

As for the energy above the lowest of the compared OMol25 structures with the same formula, charge and spin: 73.8 kcal/mol. For the LUMO energy, the calculation gives 0.74 eV. The frontier orbital gap is 8.990 eV. Its charge is 0. As for the SMILES: C[C@@H]1C[C@@H]2[C@H](O)[C@H]2S1. The value obtained for the largest force on an atom is 2.72 eV Å⁻¹. The calculation puts the total energy at -707.932607 Eh. For the HOMO energy, the calculation gives -8.25 eV. The multiplicity is 1.

XYZ file:
```
18
Properties=species:S:1:pos:R:3:forces:R:3
C 2.445882 -0.248578 -0.675767 1.58 1.70 -0.33
C 1.374062 0.102665 0.338592 0.31 0.40 -0.57
C 0.247927 -0.943204 0.350535 -0.93 -0.24 0.38
C -0.952317 -0.085488 0.737178 0.04 -0.34 0.82
C -2.241144 0.585274 0.202393 -0.06 0.23 2.71
O -3.099281 0.077410 -0.710885 -0.89 -0.41 -1.13
C -0.936849 0.966757 -0.331361 0.94 0.45 -0.84
S 0.618291 1.830328 0.036679 -0.56 -0.52 -0.67
H 3.274446 0.519940 -0.689036 -0.75 -0.62 0.36
H 2.963982 -1.188056 -0.468877 -0.41 -0.16 -0.09
H 2.099395 -0.167228 -1.713453 -0.33 -0.54 0.27
H 1.778427 0.232612 1.328221 0.37 -0.29 0.37
H 0.476728 -1.741322 1.068133 0.01 0.15 -0.09
H 0.113612 -1.400616 -0.632403 0.09 0.08 0.04
H -0.747698 0.350757 1.769586 -0.43 -0.38 -1.43
H -2.685887 1.136594 1.054519 0.06 -0.18 -0.67
H -3.762224 -0.511942 -0.327627 0.33 0.22 0.20
H -0.967347 0.484091 -1.336433 0.62 0.43 0.67
```
Forces are in eV/Å.

These are the Löwdin partial charges, in e, on atoms 1 to 6: number 1, C, carries -0.1414; number 2, C, carries -0.5743; number 3, C, carries -0.1831; number 4, C, carries -0.2568; number 5, C, carries -0.3385; number 6, O, carries 0.0242

6.
The following is a DFT calculation (the ωB97M-V functional and the def2-TZVPD basis) of the molecule C3H7N3S2.

As for the energy above the lowest of the compared OMol25 structures with the same formula, charge and spin: 50.4 kcal/mol. For the LUMO energy, the calculation gives 0.53 eV. The frontier orbital gap is 8.702 eV. Its charge is 0. As for the SMILES: CS/N=C\NNC=S. The value obtained for the largest force on an atom is 1.88 eV Å⁻¹. The calculation puts the total energy at -1079.086634 Eh. For the HOMO energy, the calculation gives -8.17 eV. The multiplicity is 1.

XYZ file:
```
15
Properties=species:S:1:pos:R:3:forces:R:3
C 0.125618 2.916536 0.371636 0.08 0.12 -0.77
S -0.343871 1.211951 0.582624 -0.06 0.08 -0.48
N 1.142002 0.673180 -0.046780 -0.29 -1.28 0.72
C 1.402389 -0.570746 -0.076130 0.30 0.00 -1.28
N 0.696424 -1.738144 0.218989 -0.25 -1.07 -0.02
N -0.676825 -1.728184 0.430264 -1.06 0.51 1.38
C -1.574780 -1.784160 -0.577305 0.97 -0.03 -1.40
S -1.168848 -1.904573 -2.190448 -0.34 0.04 1.26
H 0.560670 3.092665 -0.635851 -0.55 -0.26 0.56
H 0.902667 3.088606 1.088085 0.26 0.58 0.47
H -0.759625 3.524119 0.519151 0.04 0.27 0.16
H 2.369306 -0.829754 -0.497518 0.13 -0.10 0.10
H 0.961152 -2.589919 -0.334157 -0.14 1.40 0.69
H -1.018967 -1.612900 1.420903 0.79 -0.26 -1.68
H -2.617312 -1.748678 -0.273463 0.11 -0.01 0.28
```
Forces are in eV/Å.

These are the Löwdin partial charges, in e, on atoms 1 to 6: number 1, C, carries -0.4244; number 2, S, carries 0.7751; number 3, N, carries -0.2808; number 4, C, carries -0.3349; number 5, N, carries -0.0357; number 6, N, carries -0.1412